Density functional theory data (ωB97M-V/def2-TZVPD) for a 2-piece molecular cluster, C7H16O2P overall at a distorted geometry.

```
26
Properties=species:S:1:pos:R:3
P -1.906 -1.365 -0.852
O 2.159 1.236 0.346
O -3.025 -2.236 -0.432
C -0.800 -1.635 -2.137
C 1.494 -0.123 2.187
C -3.303 0.821 -1.390
C -2.121 0.373 -0.472
C 3.521 -0.543 1.096
C 2.550 0.668 1.434
C -0.883 1.168 -0.703
H 0.006 -1.015 -1.957
H -4.276 0.231 -1.051
H -0.737 -2.639 -2.480
H -3.097 0.687 -2.507
H 2.987 -1.164 0.303
H 0.005 0.674 -0.152
H -2.462 0.473 0.554
H 3.018 1.381 2.149
H 1.693 -0.076 3.284
H 0.554 0.389 1.983
H -0.773 2.243 -0.567
H -0.726 0.947 -1.896
H 3.707 -1.146 1.977
H 4.391 -0.007 0.610
H -3.480 1.801 -1.242
H 1.502 -1.143 1.916
```

Its charge is -1. As for the spin multiplicity: 1.

=====

Density functional theory data (ωB97M-V/def2-TZVPD) for the molecule C7H16O2Si at a distorted geometry.

```
26
Properties=species:S:1:pos:R:3
Si 0.336 -0.388 -0.947
O 0.948 0.984 -1.557
O -0.822 0.087 0.123
C 0.420 2.189 -1.048
C 0.926 2.549 0.271
C 1.542 -1.618 -0.158
C -0.608 -1.145 -2.265
C -0.954 -0.484 1.441
C -2.431 -0.931 1.611
C 2.268 -1.315 0.831
H -2.766 -1.337 2.578
H 0.111 -1.681 -2.908
H -2.689 -1.668 0.860
H -0.661 2.143 -1.135
H -0.550 0.229 2.170
H 0.808 2.953 -1.717
H -3.070 -0.066 1.412
H -0.914 -0.359 -2.922
H 2.041 -0.414 1.255
H 3.016 -1.975 1.226
H 2.009 2.578 0.290
H 1.476 -2.619 -0.601
H 0.665 3.569 0.479
H -0.361 -1.426 1.448
H 0.567 1.963 1.096
H -1.308 -1.818 -1.832
```

Its charge is 0. As for the spin multiplicity: 1. Its SMILES is C=C[Si](C)(OCC)OCC.

=====

Density functional theory data (ωB97M-V/def2-TZVPD) for a 2-piece molecular cluster, C7H16O3 overall at a distorted geometry.

```
26
Properties=species:S:1:pos:R:3
O -1.021 -3.692 -1.427
O 0.662 -1.798 -1.213
O -2.964 1.282 2.078
C -1.011 1.738 0.776
C -1.578 0.997 2.011
C 1.157 -2.835 -1.597
C 0.891 2.611 -0.671
C 1.204 0.394 0.448
C 0.520 1.769 0.566
C 0.294 -4.025 -1.823
H -0.966 -2.730 -1.366
H 2.216 0.474 0.870
H 0.394 2.227 -1.572
H 1.967 2.589 -0.827
H 0.359 -4.320 -2.880
H -1.545 1.428 -0.140
H 0.553 3.656 -0.534
H -3.122 1.935 2.767
H 2.247 -2.904 -1.803
H 1.317 0.159 -0.590
H -1.463 -0.083 1.910
H 0.930 2.315 1.438
H -1.328 2.807 0.904
H 0.658 -4.880 -1.207
H -1.023 1.295 2.918
H 0.653 -0.409 0.963
```

Its charge is 0. As for the spin multiplicity: 1. Its SMILES is CC(C)CCO.O=CCO.

=====

Density functional theory data (ωB97M-V/def2-TZVPD) for a 3-piece molecular cluster, C7H16O3 overall at a distorted geometry.

```
26
Properties=species:S:1:pos:R:3
O 1.425 0.271 1.201
O -0.707 0.560 -0.659
O -0.479 -1.781 1.329
C -2.994 0.347 -1.245
C -0.057 -1.857 0.239
C -2.209 2.284 0.187
C 2.487 -0.132 -0.887
C 1.885 -0.756 0.345
C 2.763 -1.744 1.069
C -2.030 0.811 -0.167
H -1.488 2.591 0.947
H -2.191 0.207 0.737
H -2.058 2.905 -0.698
H -3.212 2.467 0.579
H 0.978 -0.145 1.955
H -2.843 0.928 -2.157
H 3.356 0.487 -0.628
H 3.083 -2.546 0.400
H 2.232 -2.194 1.914
H 0.720 -1.651 -0.561
H 3.662 -1.258 1.467
H 1.762 0.499 -1.404
H -2.824 -0.705 -1.477
H 2.827 -0.904 -1.580
H -0.060 0.845 0.009
H -4.027 0.470 -0.916
```

Its charge is 0. As for the spin multiplicity: 1.

=====

Density functional theory data (ωB97M-V/def2-TZVPD) for the molecule C7H16OP2 at a distorted geometry.

```
26
Properties=species:S:1:pos:R:3
P 2.970 -0.588 0.844
P 5.100 1.403 0.188
O 3.704 -1.734 0.365
C 3.280 1.052 0.478
C -1.617 0.036 -0.070
C -3.056 -0.284 -0.289
C -4.019 0.304 0.790
C 1.146 -0.582 0.765
C 0.791 -0.344 -0.760
C -0.654 -0.681 -0.999
H 0.800 -1.545 1.183
H -3.201 -1.244 -0.388
H -0.906 -0.570 -2.136
H -3.758 1.283 0.965
H -0.756 -1.828 -0.846
H 2.591 1.648 0.973
H -1.407 1.152 -0.288
H -3.999 -0.317 1.727
H 4.657 2.309 -0.717
H -5.000 0.369 0.336
H 5.132 0.554 -0.908
H 1.086 0.634 -0.918
H -3.465 0.073 -1.262
H 0.503 0.078 1.299
H -1.396 -0.169 0.969
H 1.472 -1.010 -1.303
```

Its charge is 0. As for the spin multiplicity: 1.

=====

Density functional theory data (ωB97M-V/def2-TZVPD) for the molecule C7H16OP2Si at a distorted geometry.

```
27
Properties=species:S:1:pos:R:3
P 1.760 -1.947 1.159
P 2.060 1.702 1.484
Si 0.864 0.019 0.629
O 1.184 0.297 -1.093
C -1.486 1.425 1.184
C -1.047 -0.037 0.640
C 1.409 -2.746 -0.230
C 2.339 -0.037 -1.799
C 1.567 2.968 0.532
C -1.410 -1.198 1.544
C -1.654 -0.168 -0.699
H 3.153 0.088 -1.175
H 0.936 -2.459 -1.146
H -2.481 1.393 1.724
H -0.712 -2.073 1.431
H -1.617 -1.161 -1.119
H -2.415 -1.501 1.481
H 2.240 -1.093 -2.029
H 1.878 3.910 0.856
H -0.779 1.910 1.953
H -1.063 -0.969 2.546
H -2.686 0.036 -0.409
H 2.392 0.577 -2.648
H 0.904 2.910 -0.482
H -1.251 0.527 -1.392
H -1.578 2.148 0.369
H 1.868 -3.682 -0.487
```

Its charge is 0. As for the spin multiplicity: 1. Its SMILES is C=P[Si](OC)(P=C)C(C)(C)C.

=====

Computed HOMO (eV) in order:
-2.7; -9.7; -9.9; -7.3; -8.4; -8.6
Computed energy above the lowest of the compared OMol25 structures with the same formula, charge and spin (kJ/mol) in order:
477.7; 77.8; 153.3; 377.1; 73.2; 0.0
Computed LUMO energy (eV) in order:
2.999; 0.996; 0.795; 0.734; -0.273; -0.681